DFT (ωB97M-V with the def2-TZVPD basis set) results for a 5-piece molecular cluster, C35H38F15N3O10 overall at a distorted geometry.

Calculated values
Highest occupied orbital energy in hartree: -0.3465
Net charge: 0
Max |F| in Eh/bohr: 0.0507
Electronic energy in eV: -102619.292

```
101
Properties=species:S:1:pos:R:3:forces:R:3
N 9.024 0.997 1.374 0.05 -0.20 -0.14
C 8.376 0.233 0.300 1.05 -0.22 -0.39
N 9.465 -0.042 -0.706 -0.74 0.68 -0.26
N 7.960 -1.089 0.834 -0.34 0.33 -1.25
C 7.241 1.006 -0.472 -0.65 0.28 1.17
C 6.044 1.498 0.399 -2.53 0.06 0.62
C 6.130 2.296 1.626 -2.02 -0.20 -0.49
C 4.921 2.741 2.342 -0.12 -0.85 -1.32
C 3.574 2.407 1.861 1.45 -0.99 -1.39
C 3.476 1.570 0.657 1.18 0.70 0.55
C 4.688 1.127 -0.055 -0.16 1.10 1.66
C 2.084 1.117 0.089 0.94 -0.16 0.26
O 2.131 0.262 -0.782 -0.67 0.72 0.51
C 0.777 1.702 0.655 -0.86 0.74 0.81
C -0.530 1.419 0.030 -0.44 1.31 1.51
C -0.711 0.556 -1.253 0.96 0.16 0.26
C -0.660 -1.015 -1.029 -0.47 0.27 0.28
C -0.819 -1.488 0.447 0.29 -1.59 -0.83
F 0.282 -1.235 1.236 -1.91 0.11 -0.73
F -0.903 -2.888 0.406 0.03 1.58 0.27
F -1.993 -1.072 1.029 1.69 -0.16 -0.29
C -1.738 2.021 0.635 2.07 0.45 0.92
C -1.657 2.878 1.825 1.81 -1.08 -0.95
C -0.342 3.142 2.440 -0.01 -1.18 -1.49
C 0.883 2.555 1.869 -1.66 -0.60 -1.53
C 2.273 2.869 2.524 -0.94 0.25 0.09
O 2.223 3.525 3.550 0.77 -0.41 -0.66
H 8.424 1.062 2.198 -0.01 -0.20 -0.45
H 9.821 0.424 1.683 -0.32 0.40 -0.27
H 9.877 0.851 -1.014 -0.17 -0.40 0.39
H 8.957 -0.366 -1.542 0.53 -0.11 0.35
H 8.824 -1.650 0.835 -0.44 0.32 0.19
H 7.396 -1.522 0.091 0.03 -0.05 0.51
H 6.824 0.315 -1.257 0.42 0.69 0.70
H 7.685 1.901 -0.985 -0.22 -0.89 0.51
H 7.117 2.606 2.030 -0.93 -0.21 -0.45
H 5.032 3.355 3.274 -0.16 -0.69 -1.08
H 4.525 0.491 -0.964 0.29 0.73 1.02
H 0.156 0.806 -1.930 -1.12 -0.25 0.54
H -1.671 0.828 -1.759 0.83 -0.15 0.57
H -1.529 -1.457 -1.597 0.97 0.24 0.70
H 0.293 -1.460 -1.411 -0.86 0.47 0.45
H -2.741 1.817 0.180 1.15 0.19 0.45
H -2.629 3.276 2.235 1.89 -0.35 -0.43
H -0.241 3.774 3.356 -0.15 -0.68 -1.00
C -3.770 -3.724 -0.863 0.07 -0.30 -0.13
C -4.846 -3.218 -1.802 0.10 0.28 0.73
O -4.726 -3.830 -3.099 -0.19 -0.44 -0.63
C -5.224 -5.066 -3.212 0.00 0.85 1.17
O -5.746 -5.676 -2.324 0.04 -0.29 -0.58
C -5.068 -5.570 -4.647 0.29 -0.65 -1.72
F -3.835 -5.339 -5.146 -0.25 0.06 0.52
F -5.933 -4.971 -5.484 0.01 0.12 0.53
F -5.282 -6.892 -4.763 -0.02 0.45 0.55
H -2.780 -3.577 -1.299 -0.06 0.11 0.06
H -3.817 -3.201 0.094 0.01 0.03 -0.07
H -3.879 -4.793 -0.676 -0.09 0.07 0.05
H -4.727 -2.145 -1.954 0.01 -0.11 -0.32
H -5.846 -3.377 -1.394 0.05 -0.20 -0.16
C 2.508 7.381 2.227 0.20 0.25 -0.12
C 1.604 6.648 1.258 0.17 -0.30 0.70
O 1.288 7.477 0.125 0.00 0.22 -0.73
C 2.227 7.555 -0.825 0.00 -0.78 1.19
O 3.285 6.994 -0.787 -0.14 0.35 -0.49
C 1.738 8.427 -1.982 -0.40 1.00 -1.16
F 1.176 9.573 -1.554 0.18 -0.36 0.22
F 0.809 7.792 -2.721 0.22 -0.18 0.39
F 2.728 8.771 -2.815 -0.02 -0.35 0.47
H 2.060 8.332 2.524 -0.08 -0.12 0.05
H 2.683 6.778 3.120 -0.07 -0.03 -0.06
H 3.472 7.611 1.772 -0.02 -0.13 0.01
H 0.659 6.412 1.746 -0.11 0.16 -0.28
H 2.044 5.703 0.932 0.05 0.16 -0.17
C -1.998 -9.604 -5.187 0.24 -0.24 0.11
C -2.083 -8.341 -4.354 -0.30 -0.05 -0.69
O -1.608 -8.580 -3.017 0.46 0.08 0.59
C -0.279 -8.584 -2.859 -0.74 0.26 -1.16
O 0.514 -8.409 -3.740 0.20 -0.09 0.57
C 0.079 -8.801 -1.388 0.43 -0.35 1.50
F -0.626 -9.805 -0.836 0.00 0.18 -0.42
F -0.171 -7.701 -0.652 -0.08 -0.05 -0.48
F 1.373 -9.098 -1.217 -0.31 0.14 -0.48
H -2.530 -10.422 -4.696 -0.11 0.11 -0.05
H -2.430 -9.443 -6.175 -0.02 0.04 0.07
H -0.963 -9.927 -5.311 -0.03 0.12 -0.07
H -3.124 -8.032 -4.266 0.10 -0.05 0.34
H -1.539 -7.516 -4.816 0.16 -0.11 0.17
C -8.122 2.198 5.607 0.13 -0.30 -0.17
C -7.593 3.482 5.000 -0.60 0.01 0.49
O -6.371 3.244 4.279 0.49 -0.06 -0.62
C -6.505 2.732 3.051 -1.05 0.46 0.93
O -7.551 2.464 2.533 0.55 -0.12 -0.35
C -5.135 2.577 2.391 1.55 -0.33 -0.66
F -4.230 2.012 3.216 -0.67 0.15 0.08
F -4.614 3.771 2.010 -0.79 -0.18 0.31
F -5.173 1.814 1.292 -0.48 0.20 0.33
H -7.359 1.728 6.231 -0.05 0.13 0.07
H -9.004 2.396 6.217 0.06 0.05 -0.02
H -8.391 1.477 4.834 -0.08 0.11 0.00
H -7.353 4.191 5.792 0.30 -0.03 -0.16
H -8.334 3.958 4.355 0.16 -0.15 -0.16
```
Positions in Å, forces in eV/Å.